HO5S | the ωB97M-V functional and the def2-TZVPD basis

Output
* total charge: -1
* energy above the lowest of the compared OMol25 structures with the same formula, charge and spin: 27.0 kcal/mol
* maximum force: 5.138 eV Å⁻¹
* E: -774.93997 Eh
* frontier orbital gap: 8.64 eV
* SMILES: O=S(=O)([O-])OO

Cartesian coordinates (Å):
O (-1.228, 0.546, -1.609)
O (-0.262, 1.182, 0.636)
O (-1.390, -0.985, 0.163)
O (1.521, -0.559, 0.701)
O (1.212, -0.363, -0.638)
S (-0.695, 0.198, -0.299)
H (0.842, -0.019, 1.046)